Density functional theory data (the ωB97M-V functional and the def2-TZVPD basis) for a structure of composition C20H23O3PS2 at a distorted geometry.

The geometry in XYZ format:
```
49
Properties=species:S:1:pos:R:3:forces:R:3:mulliken_charge:R:1
C -4.4411 -2.8612 0.3578 -0.380 0.193 -0.164 -1.219
C -3.7659 -1.5098 0.4044 0.861 0.116 -0.493 0.260
O -2.4816 -1.6585 -0.3172 -0.814 0.578 0.501 -0.297
C -1.9885 -0.5092 -0.8837 -0.474 0.288 -0.393 0.080
C -0.5653 -0.3518 -0.4823 -0.726 -2.472 -1.450 -0.129
P 0.3528 0.9169 -1.3632 0.308 1.079 0.327 1.168
C 1.9790 0.9318 -0.5117 -0.089 0.302 -0.156 0.402
C 2.6404 -0.2194 -0.0778 0.248 0.184 0.247 0.073
C 3.7783 -0.0986 0.7297 -0.174 0.083 -0.144 -0.686
C 4.2741 1.1684 1.0505 -0.169 -0.033 -0.091 -0.448
C 3.6801 2.3174 0.5132 0.014 -0.300 -0.020 -0.592
C 2.5348 2.1984 -0.2719 -0.087 -0.114 0.172 -0.397
C 0.7342 0.1411 -2.9573 -0.366 -0.206 -0.234 0.633
C 1.2802 -1.1445 -3.0553 0.305 0.234 -0.631 -0.250
C 1.8537 -1.5518 -4.2676 -0.208 0.079 0.236 -0.728
C 1.8215 -0.7115 -5.3833 -0.190 0.149 0.249 -0.452
C 1.1450 0.5116 -5.3092 0.056 -0.235 0.025 -0.503
C 0.5828 0.9304 -4.1044 0.227 -0.017 0.072 -0.616
O -0.2329 2.2847 -1.4662 0.348 -0.785 -0.001 -0.873
O -2.6526 0.2491 -1.5704 0.816 -0.877 1.056 -0.593
H -5.1287 -2.9370 1.2048 0.007 -0.174 -0.138 0.371
H -5.0170 -2.9276 -0.5721 0.099 -0.220 0.195 0.307
H -3.7194 -3.6867 0.3857 -0.133 0.300 0.130 0.294
H -4.3548 -0.7180 -0.0953 0.285 -0.412 0.334 0.348
H -3.5160 -1.1953 1.4398 -0.103 -0.141 -0.564 -0.157
H -0.0334 -1.3057 -0.6076 -0.294 0.071 0.119 0.482
H 2.2794 -1.2079 -0.3712 0.081 0.291 0.325 0.009
H 4.2577 -0.9972 1.1252 -0.103 0.314 -0.153 0.375
H 5.1236 1.2597 1.7279 -0.145 -0.021 -0.253 0.384
H 4.1040 3.3024 0.7128 -0.122 -0.279 -0.014 0.379
H 2.0409 3.0825 -0.6876 0.088 -0.354 0.248 0.399
H 1.2770 -1.8221 -2.2028 0.163 0.176 -0.229 0.211
H 2.3332 -2.5270 -4.3288 -0.122 0.178 -0.033 0.382
H 2.3074 -1.0152 -6.3113 -0.180 0.060 0.246 0.372
H 1.0700 1.1467 -6.1906 -0.005 -0.152 0.186 0.382
H 0.0432 1.8774 -4.0299 0.306 -0.231 0.049 0.437
C -1.2178 1.0432 4.7756 0.060 -0.290 0.250 -0.521
C 0.0689 0.3711 4.3178 0.684 0.254 0.076 -0.757
S 0.6672 0.8323 2.6593 0.373 -1.977 0.173 0.100
C -0.6548 0.6365 1.6859 1.004 5.487 3.126 0.151
S -1.9863 1.5486 2.1043 -1.362 -1.895 -0.005 -0.009
C -2.3386 0.8332 3.7810 -0.416 0.839 -0.535 -0.692
H -1.5179 0.5078 5.6860 0.057 0.428 0.154 0.311
H -1.0633 2.1070 4.9963 -0.065 -0.250 -0.023 0.279
H 0.9394 0.6112 4.9445 -0.433 -0.241 0.257 0.365
H -0.0716 -0.7163 4.2611 0.183 0.227 0.220 0.338
H -0.6442 -0.2175 0.8826 0.640 -0.150 -3.618 -0.114
H -2.4977 -0.2340 3.6047 -0.192 0.164 0.060 0.290
H -3.2792 1.3147 4.0680 0.140 -0.248 0.307 0.447
```
Positions in Å, forces in eV/Å.

## Properties
- E_LUMO (eV) = -2.02
- spin multiplicity = 1
- energy relative to the best compared isomer or geometry (same formula, charge and spin) (kJ/mol) = 188.54
- HOMO-LUMO gap (eV) = 4.92


Density functional theory data (the ωB97M-V functional and the def2-TZVPD basis) for a cluster of 7 separate species, C32H67BNO16S8Si in total at a distorted geometry.

The geometry in XYZ format:
```
126
Properties=species:S:1:pos:R:3:forces:R:3:mulliken_charge:R:1
C 4.5036 -3.2030 -1.8893 -0.284 -0.208 -0.276 -1.059
B 3.6489 -3.5802 -3.1223 0.110 -1.305 1.191 0.450
O 3.8615 -3.0894 -4.3167 0.196 1.774 -1.660 -0.618
C 2.4547 -4.6328 -2.9284 -0.031 0.860 0.321 0.741
O 2.7993 -5.7737 -2.2202 0.205 -1.101 -0.392 -0.532
C 1.4321 -3.9518 -2.0465 -1.071 -1.073 0.085 -1.673
N 0.5553 -3.1155 -2.8528 -0.098 1.047 0.270 0.802
Si -0.1425 -1.6586 -1.9378 -0.207 1.152 0.515 -0.062
C 1.1498 -0.3216 -2.0454 -0.753 -1.137 -0.485 -0.962
C -1.7402 -0.9555 -2.6012 0.988 -0.798 -0.012 -1.283
C -0.3137 -2.1196 -0.1636 0.147 -0.381 -1.047 -0.619
C 0.4663 -3.5732 -4.0638 0.757 -0.219 0.774 0.668
C -0.3298 -3.0275 -5.1300 -0.937 0.685 0.252 -1.127
S -1.9961 -3.6755 -5.1034 1.214 1.359 1.422 1.088
O -1.9030 -5.0076 -5.4371 0.407 -4.293 -0.814 -0.620
O -2.7590 -2.8052 -5.8619 -2.081 2.385 -1.454 -0.536
S 1.3957 -4.9167 -4.4074 0.902 -1.077 -0.696 -0.160
H 3.9816 -2.5389 -1.2335 -0.301 0.676 0.517 0.283
H 4.6980 -4.0763 -1.3062 0.208 -0.714 0.500 0.341
H 5.4449 -2.7707 -2.1635 0.548 0.396 -0.109 0.431
H 4.4292 -2.2986 -4.2345 -0.007 -0.571 -0.519 0.331
H 3.1369 -6.4556 -2.8245 0.141 0.247 0.401 0.400
H 0.8050 -4.7660 -1.7123 -0.332 -0.473 0.479 0.279
H 1.8008 -3.4961 -1.1562 0.516 0.658 0.271 0.552
H 0.7162 0.5796 -1.6664 -0.152 0.730 0.350 0.462
H 1.4311 -0.1794 -3.0673 0.340 0.344 -0.748 0.313
H 2.0097 -0.5862 -1.4772 0.822 -0.069 0.540 0.376
H -1.9746 -0.1494 -1.9389 -0.077 0.627 0.636 0.227
H -1.5927 -0.5058 -3.5591 -0.216 0.228 -0.859 0.324
H -2.5879 -1.6045 -2.5797 -0.616 -0.516 -0.228 0.483
H 0.6029 -2.5218 0.2182 0.442 -0.220 0.496 0.514
H -1.1122 -2.8038 0.0350 -0.523 -0.452 0.257 0.549
H -0.4896 -1.1925 0.3481 -0.183 0.547 0.357 -0.406
H -0.3343 -1.9587 -5.1035 -0.257 0.759 0.094 0.228
H 0.0451 -3.3335 -6.0772 0.221 -0.320 -0.889 0.766
H -2.3358 -3.6516 -3.8066 -0.058 0.427 0.455 0.085
C -1.1341 -0.0929 5.5933 0.152 0.048 -0.060 -0.738
C -0.0437 0.9759 5.4201 -0.144 -0.092 -0.043 -0.659
C 0.8064 0.5709 4.2115 -0.056 0.030 0.159 -0.486
S -0.2696 -0.3750 3.1363 -0.077 0.345 0.408 1.446
O 0.2068 -1.7368 3.0548 -0.013 -0.039 -0.243 -0.772
O -0.5354 0.3755 1.9246 0.000 -0.255 -0.132 -0.679
C -1.7103 -0.3279 4.1991 -0.087 -0.108 0.244 -0.774
H -1.9051 0.2233 6.2924 -0.031 0.000 0.011 0.380
H -0.6945 -1.0170 5.9726 -0.020 -0.036 0.001 0.310
H -0.5061 1.9455 5.2339 0.006 0.029 -0.015 0.297
H 0.5724 1.0761 6.3090 0.056 0.031 0.014 0.331
H 1.1777 1.4301 3.6704 0.063 -0.003 -0.135 0.296
H 1.6338 -0.0758 4.4951 -0.002 -0.083 -0.062 0.307
H -2.2616 -1.2614 4.1019 0.060 -0.005 -0.113 0.470
H -2.3260 0.5097 3.8800 -0.017 0.075 -0.082 0.324
C -2.0336 3.0920 -4.2386 0.333 0.091 -0.170 -0.451
C -0.8026 3.7122 -4.9205 -0.056 -0.002 0.186 -0.775
C -0.1443 4.6675 -3.9132 0.000 -0.093 -0.332 -0.742
S -0.5486 4.0237 -2.2827 0.081 -0.175 -0.258 1.166
O -1.3832 4.9733 -1.6018 -0.021 0.120 0.231 -0.695
O 0.6399 3.4933 -1.6563 0.013 0.014 0.125 -0.635
C -1.5647 2.6669 -2.8516 -0.228 -0.091 -0.241 0.614
H -2.4310 2.2507 -4.8010 0.002 0.097 0.071 0.060
H -2.8268 3.8337 -4.1476 -0.063 -0.006 0.002 0.386
H -0.0970 2.9218 -5.1876 0.006 -0.014 0.005 0.275
H -1.0696 4.2340 -5.8367 0.000 0.019 -0.024 0.431
H 0.9363 4.7018 -4.0166 0.045 0.057 0.125 0.381
H -0.5531 5.6728 -3.9770 -0.051 0.020 0.099 0.376
H -2.3807 2.5021 -2.1525 0.036 0.056 0.107 0.207
H -0.9212 1.7886 -2.8956 0.034 0.015 -0.015 -0.702
C 5.0580 4.1133 2.2597 0.015 -0.126 0.080 -0.603
C 5.1686 2.5816 2.3104 -0.070 0.092 0.027 -0.719
C 4.9230 2.1515 3.7628 0.040 0.023 -0.321 -0.307
S 3.8584 3.4080 4.4783 -0.023 -0.030 -0.380 1.032
O 4.5727 4.0897 5.5243 -0.050 -0.018 0.212 -0.686
O 2.5460 2.8487 4.7258 0.098 0.120 0.232 -0.552
C 3.7922 4.4659 3.0355 0.110 0.076 -0.201 -0.693
H 5.0112 4.4837 1.2379 -0.007 0.018 -0.025 0.378
H 5.9271 4.5636 2.7418 0.007 0.034 0.013 0.298
H 4.4097 2.1418 1.6599 -0.032 0.013 -0.002 0.274
H 6.1389 2.2329 1.9639 0.032 -0.026 0.014 0.318
H 4.4276 1.1883 3.8322 -0.005 -0.029 0.137 0.281
H 5.8422 2.1288 4.3376 -0.001 0.018 0.096 0.233
H 3.7436 5.5037 3.3546 -0.044 -0.016 0.118 0.405
H 2.8955 4.2045 2.4746 -0.037 -0.021 0.029 0.330
C -6.3593 -1.3259 -4.7098 -0.032 0.101 0.067 -0.228
C -7.5417 -0.3612 -4.5513 0.056 -0.016 -0.145 -0.889
C -6.9593 1.0332 -4.2899 -0.246 -0.068 -0.095 -0.258
S -5.3524 1.0588 -5.0842 -0.386 -0.291 -0.036 1.132
O -4.3244 1.1762 -4.0642 -0.058 -0.023 0.014 -0.383
O -5.3637 1.9482 -6.2147 0.307 0.238 0.035 -0.820
C -5.3763 -0.6343 -5.6491 0.007 -0.300 0.105 -0.530
H -6.6685 -2.2929 -5.1024 -0.010 -0.018 -0.010 0.461
H -5.8929 -1.4895 -3.7339 0.007 -0.003 -0.002 -0.041
H -8.1294 -0.3469 -5.4709 0.048 -0.007 -0.056 0.398
H -8.1999 -0.6630 -3.7440 -0.016 0.051 0.083 0.443
H -7.5742 1.8235 -4.7110 0.119 0.108 -0.061 0.411
H -6.8050 1.2069 -3.2326 0.061 -0.009 0.065 -0.152
H -4.3684 -1.0385 -5.6077 0.033 0.098 -0.055 0.076
H -5.7371 -0.6363 -6.6760 -0.008 0.073 -0.037 0.450
C 6.1652 -0.6919 8.4139 0.128 0.031 -0.065 -0.647
C 7.2544 0.3820 8.2738 -0.075 -0.058 -0.082 -0.619
C 8.0969 0.0223 7.0410 0.000 0.178 0.276 -0.665
S 7.0037 -0.8814 5.9353 -0.073 0.210 0.246 1.078
O 7.4784 -2.2320 5.8051 0.033 -0.113 -0.150 -0.688
O 6.7264 -0.0823 4.7649 0.044 -0.137 -0.139 -0.595
C 5.5763 -0.8724 7.0175 -0.089 0.024 0.240 -0.536
H 5.4013 -0.4021 9.1320 -0.023 0.008 0.017 0.349
H 6.6084 -1.6293 8.7534 -0.016 -0.037 -0.002 0.313
H 6.7878 1.3576 8.1301 -0.020 0.014 -0.022 0.296
H 7.8755 0.4453 9.1641 0.031 0.002 0.020 0.326
H 8.4697 0.9000 6.5213 0.027 -0.039 -0.116 0.355
H 8.9238 -0.6379 7.2911 -0.015 -0.095 -0.062 0.373
H 5.0248 -1.8002 6.8879 0.050 -0.036 -0.114 0.434
H 4.9551 -0.0221 6.7362 0.016 0.024 -0.041 0.220
C -4.6654 -0.7936 -0.0531 -0.070 0.059 -0.046 0.488
C -4.6561 0.6255 0.5314 -0.017 -0.063 -0.113 -0.688
C -5.9394 1.3230 0.0668 0.279 0.067 0.064 -0.599
S -7.1558 0.0201 -0.1735 0.311 0.057 0.265 0.982
O -7.4756 -0.0385 -1.5789 -0.178 -0.138 0.046 -0.501
O -8.1856 0.1167 0.8194 -0.228 -0.016 -0.052 -0.699
C -6.0648 -1.3479 0.2101 0.315 -0.060 -0.045 -0.958
H -3.8974 -1.4228 0.3969 0.012 0.002 0.015 0.299
H -4.4786 -0.7472 -1.1300 -0.044 -0.014 -0.005 -0.510
H -4.6448 0.5680 1.6167 0.013 -0.017 0.161 0.290
H -3.7739 1.1832 0.2236 0.032 0.041 0.017 0.359
H -6.3262 2.0234 0.8007 -0.108 0.018 -0.021 0.460
H -5.8000 1.8271 -0.8877 -0.072 -0.045 -0.061 0.175
H -6.3253 -2.2012 -0.4113 -0.139 0.035 -0.017 0.458
H -6.2088 -1.5932 1.2610 -0.040 0.014 0.026 0.408
```
Positions in Å, forces in eV/Å.

## Properties
- E_LUMO (eV) = -3.86
- spin multiplicity = 1
- HOMO-LUMO gap (eV) = 8.06
- net charge = +1


Density functional theory data (the ωB97M-V functional and the def2-TZVPD basis) for a cluster of 14 separate species, C15H58N14O14 in total at a distorted geometry.

The geometry in XYZ format:
```
101
Properties=species:S:1:pos:R:3:forces:R:3:mulliken_charge:R:1
C -2.2589 -2.6871 1.6660 0.059 -0.130 0.309 -0.224
C -3.6055 -2.9556 2.3729 1.403 0.063 -1.384 -0.737
O -4.0845 -4.0479 1.6509 0.043 -0.688 -0.912 -0.531
H -2.3519 -2.4528 0.5870 -0.199 -0.635 0.470 -0.021
H -1.5603 -3.5205 1.8558 -0.556 0.107 -0.396 0.357
H -1.7345 -1.8550 2.0730 0.363 0.834 0.608 0.001
H -4.2839 -2.1183 2.2242 -0.127 0.410 0.424 0.263
H -3.4794 -3.2382 3.4129 0.088 0.395 0.353 0.425
H -4.8278 -4.4231 2.0854 -1.036 -0.511 0.517 0.320
C 4.7267 -0.8268 1.4178 -4.904 -4.200 -0.492 0.602
O 3.7229 -1.7316 1.5509 4.851 3.484 0.201 -0.508
N 4.4969 0.2956 0.7982 -1.215 2.339 -1.626 -0.548
N 5.9657 -0.9812 1.7676 2.244 -0.862 1.122 -0.438
H 3.5472 0.2761 0.4127 -0.015 0.680 -0.448 0.571
H 5.2051 0.9631 0.4883 -0.480 -0.638 0.313 0.178
H 6.1472 -1.8252 2.2309 0.754 -0.994 0.713 0.268
H 6.6787 -0.2744 1.6634 -0.282 -0.264 0.096 0.157
C 0.3766 -1.2520 -4.0236 -5.647 7.669 3.354 0.478
O -0.4725 -0.1578 -3.9864 3.940 -5.218 -0.173 -0.813
N 0.7630 -1.6895 -5.1119 2.162 -2.134 -8.774 -0.262
N 0.8318 -1.8633 -2.9839 0.716 -1.214 4.570 0.222
H 0.4796 -1.1547 -5.9567 0.321 -0.797 1.044 0.343
H 1.3870 -2.5014 -5.2478 -0.765 0.949 0.274 0.191
H 0.5355 -1.5491 -2.0262 0.598 -0.166 -1.508 -0.250
H 1.4892 -2.6388 -3.0128 -0.411 0.401 -0.283 0.229
C -0.7532 3.3891 -3.3645 -1.749 1.135 -8.121 0.269
O -1.1753 3.6277 -4.6698 1.775 -1.232 6.506 -0.788
N -0.5070 2.2203 -2.8659 1.379 -4.451 -0.590 0.029
N -0.5340 4.3718 -2.5632 -0.220 6.315 2.000 -0.124
H -0.6136 1.4434 -3.5778 0.469 0.512 0.979 0.300
H 0.2519 1.9975 -2.1447 -1.334 1.005 -1.836 -0.219
H -0.8195 5.3007 -2.9667 0.584 -1.480 0.700 0.263
H -0.2426 4.3857 -1.5702 -0.211 -0.779 -1.467 0.117
C 0.7305 0.2187 -0.2569 4.509 0.536 2.719 0.249
O 1.9590 0.1404 0.2491 -4.794 0.113 -2.275 -0.664
N 0.0062 -0.7999 -0.6213 0.543 -3.013 0.959 2.766
N 0.0829 1.3711 -0.3139 0.303 2.967 0.400 1.530
H 0.3256 -1.7150 -0.2350 -0.941 0.726 -0.419 -0.934
H -0.9083 -0.6611 -1.0607 -0.601 -0.385 -0.314 -1.027
H 0.6508 2.2242 -0.1059 -0.961 -1.426 -0.661 -0.286
H -0.9384 1.5119 -0.6247 1.910 -0.868 0.220 -1.104
C -4.3007 3.2085 0.7135 -7.289 4.082 -2.320 0.298
O -5.3437 3.9724 0.1928 5.456 -4.340 2.968 -0.759
N -4.4103 2.0551 1.3662 -3.147 -1.274 1.414 -0.273
N -3.0630 3.4884 0.6209 6.211 5.388 -1.635 -0.245
H -5.3790 2.0414 1.7141 0.760 -0.903 0.223 0.211
H -3.6032 1.5208 1.8072 -1.668 1.241 0.072 0.250
H -2.7314 4.4348 0.2430 -1.326 -1.873 0.535 0.192
H -2.2929 3.0348 1.1803 -1.489 0.566 -0.214 0.332
C -2.8723 0.4137 -1.1688 2.279 -5.745 -4.803 -0.320
O -2.3784 -0.5872 -1.9978 -1.629 4.519 3.437 -0.723
N -2.4258 1.6396 -1.2194 -0.188 1.628 0.567 -0.286
N -3.7240 0.0105 -0.2818 -3.434 -1.158 3.011 -0.268
H -1.7733 1.8432 -1.9872 -0.148 0.161 -0.671 0.771
H -2.6414 2.4149 -0.5503 -0.527 -0.959 -1.066 -0.074
H -4.0780 -0.9681 -0.4276 0.658 1.567 0.188 0.280
H -4.2568 0.7040 0.3663 0.817 -1.431 -1.878 0.417
C -1.6795 1.5913 2.8523 -1.623 1.673 8.692 0.219
O -1.7924 2.0243 4.1405 0.826 -2.253 -6.240 -0.792
N -1.1264 2.2787 1.9183 2.455 2.971 -1.056 0.168
N -2.3647 0.5515 2.4164 -1.363 -3.533 0.651 0.079
H -0.6228 3.0927 2.2200 0.339 0.110 0.264 0.271
H -0.8163 1.9009 1.0403 0.557 -0.784 0.006 0.768
H -2.7082 -0.0586 3.2010 0.438 0.724 -1.491 0.218
H -2.3467 0.1855 1.4371 0.304 0.059 1.275 -0.134
C 1.8583 0.3286 3.4065 0.313 2.042 1.975 0.255
O 2.8345 1.2043 2.9273 0.626 1.139 -0.914 -0.686
H 2.4147 -0.4649 3.7945 0.140 -1.568 1.178 0.146
H 1.2071 -0.0416 2.6931 -1.369 -0.627 -1.786 -0.452
H 1.2782 0.8975 4.1845 0.529 -0.796 -0.530 0.290
H 3.3927 0.7497 2.2688 -0.630 0.347 0.484 0.158
C 3.1875 2.9213 -2.5046 2.437 -2.064 -0.128 -1.134
O 2.2465 1.9077 -2.1815 1.483 -0.174 -0.450 -0.199
H 3.6566 2.8121 -3.5030 -0.527 -0.058 0.337 0.263
H 4.0271 2.9631 -1.7843 -0.013 -0.630 -0.068 0.311
H 2.8539 3.8711 -2.3965 -2.085 2.743 -0.073 0.464
H 2.7923 1.1020 -2.2990 -1.017 0.250 0.364 0.184
C 1.6501 -3.8600 -0.2275 1.326 0.479 1.310 -0.843
O 0.2716 -3.5971 -0.1274 1.037 1.251 -1.115 -0.414
H 1.9920 -4.1561 -1.2160 -0.239 -0.173 -0.285 0.226
H 2.0228 -4.6006 0.5237 -0.454 0.377 -0.676 0.413
H 2.1236 -2.9171 0.0644 0.535 -0.145 -0.252 0.153
H -0.0966 -4.3015 0.3291 -1.609 -1.875 1.117 0.253
C 2.1185 3.6993 0.7502 0.151 -0.931 0.800 -0.817
O 0.8644 3.9271 0.0798 0.478 -0.405 -0.012 -0.626
H 2.2656 2.6089 0.8812 -0.471 0.442 0.192 0.105
H 2.0995 4.1701 1.7478 0.260 -0.186 -0.489 0.406
H 2.9721 3.9744 0.1513 0.124 0.760 -0.220 0.288
H 0.5797 4.8024 0.2750 -0.192 1.151 0.295 0.326
C 1.4362 -3.2338 3.0291 1.153 -0.456 -0.414 -0.155
O 1.7878 -2.8647 4.3648 -0.450 -0.099 -0.216 -0.631
H 0.7768 -4.1022 2.9735 -0.193 0.020 0.813 0.374
H 2.3539 -3.5685 2.5181 -0.360 0.421 -0.091 0.113
H 0.9496 -2.4557 2.4334 0.225 0.281 0.231 -0.050
H 2.5914 -2.3208 4.3374 -0.442 -0.347 -0.270 0.327
C -1.1351 -4.5207 -2.8483 -0.327 -0.584 -0.390 -0.565
O -1.6275 -3.4305 -2.0979 -1.029 -1.274 0.330 -0.466
H -1.9083 -5.3665 -2.9956 0.942 1.525 0.570 0.241
H -0.2296 -4.9767 -2.3619 -0.568 0.330 -0.533 0.131
H -0.9229 -4.1320 -3.8580 0.339 -0.559 0.117 0.247
H -1.1629 -2.6391 -2.3462 0.035 0.402 -0.304 0.111
```
Positions in Å, forces in eV/Å.

## Properties
- E_LUMO (eV) = -0.27
- spin multiplicity = 1
- energy relative to the best compared isomer or geometry (same formula, charge and spin) (kJ/mol) = 328.46
- HOMO-LUMO gap (eV) = 8.34